# 1
Here is a 4-piece molecular cluster, C21H17F24N2O4 overall from the Open Molecules 2025 dataset. Energies are from the ωB97M-V functional and the def2-TZVPD basis.

Geometry as XYZ:
```
68
Properties=species:S:1:pos:R:3:forces:R:3:mulliken_charge:R:1
O 5.045 -4.319 2.239 -7.4 5.7 -7.9 -0.375
C 4.174 -3.718 1.380 2.0 -4.0 4.0 0.758
N 3.124 -3.317 0.548 5.1 -1.3 3.9 -0.713
N 2.041 -4.174 0.851 -3.1 -3.6 1.1 0.582
C 0.810 -3.608 1.524 -1.5 -4.0 0.0 0.274
C -0.431 -4.619 1.917 3.9 -2.2 -2.3 -0.507
C -0.272 -6.239 1.537 3.4 2.5 -1.0 -0.212
C 1.115 -6.774 0.819 -0.4 4.9 1.0 -0.436
C 2.265 -5.644 0.497 -4.2 -1.2 1.6 -0.040
H 0.710 -2.466 1.799 0.7 -2.6 -0.9 0.332
H -1.399 -4.243 2.457 2.2 -0.6 -1.2 0.387
H -1.097 -7.044 1.752 1.7 2.0 -0.3 0.351
H 1.302 -7.914 0.556 -0.4 2.8 0.6 0.328
H 3.260 -6.005 -0.017 -2.1 1.4 1.2 0.381
C 0.025 0.334 -2.116 0.2 -0.2 -1.0 -0.176
C -0.112 -0.394 -0.771 1.0 0.4 -0.4 0.888
C -1.328 -0.002 0.063 -0.8 0.2 0.5 0.097
F -1.365 1.315 0.362 -0.2 -0.8 0.1 -0.205
F -1.322 -0.658 1.255 0.3 -0.4 0.1 -0.211
F 1.044 -0.247 -0.070 -0.3 -0.2 0.2 -0.270
F -0.205 -1.734 -1.046 -0.4 0.1 0.1 -0.359
O 0.864 1.495 -2.136 -1.0 0.9 1.4 -0.397
C 0.253 2.692 -1.657 -0.4 -1.2 -1.9 0.741
C 0.838 3.179 -0.326 0.4 0.6 0.9 0.107
F 0.814 2.214 0.627 0.3 0.2 -0.4 -0.151
F 0.126 4.227 0.167 0.0 -0.3 -0.6 -0.266
F -1.089 2.514 -1.618 0.5 0.8 0.0 -0.269
F 0.472 3.632 -2.620 0.2 -0.3 0.8 -0.290
H 0.525 -0.366 -2.798 0.1 0.1 0.4 0.394
H -0.946 0.526 -2.590 0.4 0.0 0.6 0.097
H -2.257 -0.265 -0.450 0.1 0.0 -0.2 0.244
H 1.878 3.501 -0.448 -0.1 -0.1 -0.3 0.250
C -1.297 3.332 -5.910 1.2 0.0 0.2 -0.601
C -2.097 3.993 -7.041 0.4 -0.8 -0.6 0.772
C -3.354 4.738 -6.603 -0.9 0.9 -0.4 0.120
F -4.238 3.952 -5.952 0.1 0.5 -0.2 -0.199
F -4.017 5.234 -7.684 0.5 -0.2 0.0 -0.284
F -2.374 3.060 -7.990 -0.1 0.3 0.3 -0.277
F -1.263 4.897 -7.649 -0.4 0.1 0.6 -0.325
O -1.567 1.947 -5.656 -2.0 0.1 0.6 -0.395
C -2.724 1.691 -4.862 1.8 1.5 -0.1 0.751
C -3.861 1.025 -5.647 -0.9 -0.4 -0.8 0.181
F -4.190 1.723 -6.762 0.4 -0.6 0.5 -0.217
F -4.991 0.941 -4.895 0.6 0.1 0.2 -0.260
F -3.098 2.839 -4.250 -0.1 -1.1 0.2 -0.291
F -2.312 0.858 -3.864 -0.6 -0.2 -0.6 -0.436
H -0.246 3.344 -6.224 -0.4 -0.1 -0.2 0.452
H -1.310 3.924 -4.986 -0.3 -0.1 -0.3 0.277
H -3.104 5.584 -5.957 0.2 -0.1 0.0 0.298
H -3.583 0.012 -5.958 0.2 0.1 0.2 0.250
C 3.178 -0.066 5.614 1.1 0.2 -0.5 -0.688
C 2.692 0.401 6.994 -0.1 1.1 -0.4 0.838
C 1.976 -0.657 7.827 -0.4 -0.3 1.3 0.087
F 0.883 -1.165 7.215 0.3 0.0 0.4 -0.189
F 1.536 -0.126 9.000 0.3 0.1 -0.4 -0.283
F 1.931 1.517 6.839 0.1 -0.5 0.1 -0.259
F 3.799 0.809 7.694 -0.3 -0.6 -0.1 -0.324
O 2.311 0.197 4.504 -1.7 -1.3 0.4 -0.336
C 1.240 -0.731 4.338 2.3 0.4 0.6 0.515
C -0.137 -0.124 4.631 -1.0 0.8 0.4 0.330
F -0.191 0.455 5.856 0.1 -0.1 -0.9 -0.224
F -1.106 -1.078 4.611 0.5 -0.2 -0.2 -0.261
F 1.504 -1.839 5.071 -0.6 0.0 -0.9 -0.308
F 1.294 -1.130 3.036 -0.3 0.4 0.2 -0.320
H 4.081 0.517 5.390 -0.4 0.1 0.1 0.433
H 3.523 -1.107 5.622 -0.3 0.2 0.2 0.313
H 2.648 -1.484 8.074 0.1 0.1 -0.1 0.286
H -0.396 0.639 3.889 0.3 -0.1 -0.1 0.237
```
Positions in Å, forces in eV/Å.

Calculated values
E: -3617.007610 Eh
Total charge: +1
E_LUMO: -5.5 eV
Gap between HOMO and LUMO: 7.821 eV
HOMO level: -13.4 eV

=====

# 2
Here is C21H18F6N3NiO5PS4 as an isolated structure from the Open Molecules 2025 dataset. Energies are from the ωB97M-V functional and the def2-TZVPD basis.

Geometry as XYZ:
```
59
Properties=species:S:1:pos:R:3:forces:R:3:mulliken_charge:R:1
Ni -0.190 0.697 0.189 0.3 0.9 0.5 0.308
N 1.589 -1.329 1.501 0.0 0.0 0.1 -0.099
P 1.679 -0.656 -0.056 -0.2 -0.1 -0.1 1.639
C 3.418 -0.251 -0.294 0.1 -0.1 0.0 0.562
C 3.843 1.062 -0.466 0.1 0.0 0.0 -0.314
C 5.202 1.331 -0.597 -0.1 0.0 0.0 -0.781
C 6.126 0.300 -0.552 0.0 0.0 0.0 -0.444
C 5.702 -1.016 -0.389 0.0 0.1 0.0 -0.706
C 4.353 -1.292 -0.268 0.0 0.0 0.0 -0.484
C 1.408 -2.051 -1.181 0.0 0.0 0.0 0.195
C 0.576 -3.102 -0.805 0.0 -0.1 0.0 -0.389
C 0.281 -4.113 -1.708 0.0 0.1 0.0 -0.674
C 0.803 -4.071 -2.992 0.0 0.0 0.0 -0.491
C 1.621 -3.017 -3.377 0.0 0.0 0.0 -0.643
C 1.924 -2.008 -2.476 0.0 0.0 0.0 -0.472
C 0.646 -0.929 2.441 0.2 0.0 -0.1 0.377
C 0.558 -1.548 3.686 0.0 0.0 0.0 -1.007
C -0.411 -1.114 4.563 0.0 0.0 0.1 -0.329
C -1.277 -0.087 4.199 0.1 0.0 0.0 -0.954
C -1.124 0.466 2.952 0.0 0.1 -0.1 -0.221
N -0.173 0.061 2.095 -0.3 -0.2 0.1 0.520
H 2.249 -2.032 1.797 0.0 0.0 0.0 0.301
H 3.126 1.874 -0.495 0.0 0.0 0.0 0.219
H 5.530 2.353 -0.731 0.0 0.0 0.0 0.437
H 7.183 0.516 -0.649 0.0 0.0 0.0 0.385
H 6.422 -1.824 -0.370 0.0 0.0 0.0 0.405
H 4.025 -2.322 -0.175 0.0 0.0 0.0 0.341
H 0.144 -3.124 0.187 0.0 0.0 0.0 0.333
H -0.367 -4.928 -1.410 0.0 0.0 0.0 0.418
H 0.568 -4.858 -3.697 0.0 0.0 0.0 0.405
H 2.026 -2.982 -4.380 0.0 0.0 0.0 0.414
H 2.564 -1.189 -2.784 0.0 0.0 0.0 0.436
H 1.231 -2.357 3.939 0.0 0.0 0.0 0.434
H -0.499 -1.584 5.534 0.0 0.0 0.0 0.396
H -2.055 0.266 4.858 0.0 0.0 0.0 0.464
H -1.771 1.255 2.589 0.0 0.0 0.0 0.390
F -2.878 0.753 -3.170 0.0 0.0 -0.1 -0.194
C -2.059 -0.003 -2.466 0.0 0.0 0.1 0.652
F -0.821 0.522 -2.517 0.0 0.0 0.0 -0.202
F -2.013 -1.227 -2.962 -0.1 0.0 -0.1 -0.217
S -2.543 -0.030 -0.691 -0.4 0.0 0.1 1.138
O -2.187 1.320 -0.203 -0.1 -0.7 -0.3 -0.769
O -1.651 -1.030 -0.098 0.0 0.3 -0.4 -0.486
N -4.040 -0.378 -0.804 0.0 0.2 0.4 -0.633
S -5.010 -0.010 0.445 0.4 -0.3 0.2 1.031
O -4.254 0.126 1.660 -0.2 0.0 -0.2 -0.521
O -6.170 -0.834 0.397 0.1 0.1 -0.1 -0.654
C -5.604 1.723 0.038 0.0 0.0 0.0 0.700
F -5.194 2.120 -1.163 0.0 0.0 -0.1 -0.215
F -5.129 2.567 0.949 0.0 0.1 0.0 -0.232
F -6.930 1.751 0.066 0.0 0.0 0.0 -0.237
C -2.381 4.843 -0.081 0.0 -0.1 0.1 -0.809
O -1.426 3.837 0.276 0.1 0.2 0.1 -0.104
C -0.131 4.100 0.114 -0.2 -0.4 -0.4 0.212
S 0.463 5.515 -0.463 0.1 0.0 0.2 -0.307
S 0.879 2.710 0.484 0.0 0.2 -0.1 -0.352
H -3.344 4.351 0.023 0.0 0.1 0.0 0.053
H -2.215 5.181 -1.102 0.0 0.0 0.0 0.438
H -2.298 5.695 0.591 0.0 0.0 0.0 0.340
```
Positions in Å, forces in eV/Å.

Calculated values
E: -5393.153620 Eh
E_LUMO (spin up / spin down): 0.0 / -0.6 eV
Gap between HOMO and LUMO (spin up / spin down): 7.765 / 7.218 eV
HOMO level (spin up / spin down): -7.7 / -7.8 eV
Energy above the lowest of the compared OMol25 structures with the same formula, charge and spin: 0.326 eV
Spin multiplicity: 3